No. 1
{
  "formula": "C3H8FGaIPd",
  "method": "the ωB97M-V functional and the def2-TZVPD basis",
  "charge": 1,
  "homo_ha": -0.47186,
  "energy_ha": -2568.92547,
  "orbital_gap_ev": 4.87,
  "lumo_ev": -8.0,
  "elements": ["C", "C", "C", "I", "Ga", "F", "H", "H", "H", "H", "H", "H", "H", "H", "Pd"],
  "xyz": [[2.39000, 0.08170, 0.27479], [0.95843, 0.44018, -0.15019], [-0.01413, -0.64671, 0.22654], [-0.06312, -2.39219, -0.85827], [-2.09494, -0.42451, -0.22833], [-2.37332, -0.07940, -1.94619], [2.68107, -0.89852, -0.10693], [3.08601, 0.81584, -0.13293], [2.49484, 0.08822, 1.36014], [0.64794, 1.36319, 0.34587], [0.91922, 0.61612, -1.22769], [-0.05200, -0.87702, 1.29247], [-3.12088, -1.41916, 0.38025], [-2.14691, 1.22002, 0.47073], [-3.31222, 2.11223, 0.29974]],
  "forces_ev_per_angstrom": [[0.004, 0.091, -0.066], [0.093, -0.188, -0.244], [-0.248, 1.191, 0.675], [0.001, -0.399, -0.182], [-0.181, -1.227, -0.519], [-0.030, 0.474, 0.103], [-0.003, 0.037, 0.029], [-0.041, -0.019, 0.035], [-0.023, -0.085, -0.028], [0.035, -0.055, 0.003], [-0.024, 0.010, 0.051], [0.029, 0.001, -0.074], [-0.099, 0.127, 0.118], [1.112, -0.274, 0.395], [-0.624, 0.317, -0.294]],
  "mulliken_charge": [-1.164, -0.329, -0.628, 0.337, 0.617, -0.378, 0.339, 0.350, 0.338, 0.286, 0.363, 0.517, -0.155, 0.231, 0.277]
}

=====

No. 2
{
  "formula": "C3H8FN2O",
  "method": "the ωB97M-V functional and the def2-TZVPD basis",
  "charge": 1,
  "homo_ha": [-0.48795, -0.48796],
  "energy_ha": -403.33284,
  "orbital_gap_ev": [8.50, 8.50],
  "de_lowest_kcal_mol": 86.2,
  "lumo_ev": [-4.8, -4.8],
  "elements": ["C", "C", "C", "N", "N", "O", "F", "H", "H", "H", "H", "H", "H", "H", "H"],
  "xyz": [[-2.07809, 0.12721, -0.26378], [2.81478, 0.37343, -0.24843], [1.78125, -0.56406, -0.01357], [-3.31117, -0.27484, -0.12901], [-1.12676, 0.15008, 0.59095], [0.07870, 0.75977, 0.46474], [1.67424, -1.19414, 1.13885], [-1.80219, 0.54810, -1.22053], [3.36646, 0.52512, -1.21922], [3.61330, 0.38434, 0.48401], [2.49082, 1.42742, -0.11568], [1.51138, -1.11265, -0.85973], [-4.04801, -0.31673, -0.89619], [-3.78177, -0.50142, 0.77480], [-1.18295, -0.33162, 1.51280]],
  "forces_ev_per_angstrom": [[0.486, 1.114, -1.916], [2.300, 3.412, -0.024], [-1.073, 0.487, 1.686], [-3.773, -1.155, 0.623], [1.294, -1.169, 2.972], [0.925, -1.142, -1.596], [0.373, 0.539, -1.066], [-0.009, 0.055, -0.205], [-1.213, -1.257, 0.413], [0.020, -0.588, 0.579], [-0.606, -0.379, 0.182], [-1.516, -1.059, -0.944], [2.094, 0.386, 1.057], [1.173, 0.212, -0.896], [-0.473, 0.543, -0.866]],
  "mulliken_charge": [0.199, -0.994, 0.454, -0.374, -0.091, -0.520, -0.172, 0.346, 0.347, 0.337, 0.343, 0.342, 0.267, 0.252, 0.263]
}

=====

No. 3
{
  "formula": "C3H8FN3",
  "method": "the ωB97M-V functional and the def2-TZVPD basis",
  "charge": 0,
  "homo_ha": -0.32623,
  "energy_ha": -383.13900,
  "orbital_gap_ev": 9.86,
  "de_lowest_kcal_mol": 42.1,
  "lumo_ev": 1.0,
  "elements": ["H", "N", "C", "N", "N", "C", "C", "F", "H", "H", "H", "H", "H", "H", "H"],
  "xyz": [[1.13157, 1.59590, -0.76329], [0.29528, 1.43826, -1.44234], [-0.02524, 0.24240, -1.72966], [0.29304, -0.88866, -0.90586], [1.20807, -0.58123, 0.18072], [0.50899, -0.57138, 1.45235], [-0.61963, 0.46953, 1.41350], [-1.47061, 0.02475, 0.50586], [-0.78798, -0.16503, -2.48694], [-0.57701, -1.30748, -0.67971], [1.87477, -1.29080, 0.20546], [1.21748, -0.25958, 2.20305], [-0.04749, -1.61307, 1.67645], [-1.16102, 0.71310, 2.36259], [-0.17427, 1.48233, 1.28487]],
  "forces_ev_per_angstrom": [[-2.277, -1.137, -1.210], [1.545, 0.294, -1.114], [-0.363, -0.650, 2.128], [2.704, 0.891, -1.536], [-2.714, 0.770, -0.545], [-1.965, -0.961, 0.539], [2.105, 1.323, 2.851], [-2.620, 0.424, -1.176], [1.023, 1.486, 0.779], [-0.374, -0.847, 0.657], [1.270, -1.364, -0.203], [0.237, -0.425, 0.543], [1.450, 1.953, -0.154], [0.304, -1.222, -0.275], [-0.325, -0.534, -1.284]],
  "mulliken_charge": [0.342, -0.666, 0.083, -0.418, -0.306, -0.548, -0.349, -0.283, 0.320, 0.359, 0.236, 0.368, 0.262, 0.348, 0.253]
}

=====

No. 4
{
  "formula": "C3H8FPS",
  "method": "the ωB97M-V functional and the def2-TZVPD basis",
  "charge": 0,
  "homo_ha": [-0.32552, -0.32555],
  "energy_ha": -958.37383,
  "orbital_gap_ev": [7.32, 7.32],
  "de_lowest_kcal_mol": 44.9,
  "lumo_ev": [-1.5, -1.5],
  "elements": ["C", "C", "C", "F", "P", "S", "H", "H", "H", "H", "H", "H", "H", "H"],
  "xyz": [[1.38428, 1.06348, 0.38775], [1.14988, -0.42660, -0.19213], [-0.19109, -0.62748, -0.81430], [-4.12857, -0.00301, -0.59145], [-1.46576, -1.25378, 0.44480], [-3.36848, 0.89982, 0.57794], [2.49273, 1.27961, 0.27991], [0.85610, 1.88604, 0.04334], [1.22914, 1.05097, 1.46470], [1.78214, -0.63621, -0.92746], [1.49325, -0.95511, 0.66630], [-0.60632, 0.29624, -1.36379], [-0.15345, -1.50120, -1.47758], [-0.47385, -1.07277, 1.50196]],
  "forces_ev_per_angstrom": [[2.715, -2.435, 0.517], [-1.503, 4.229, 2.434], [-2.219, -0.048, 0.492], [0.038, 0.543, 0.400], [-0.436, 2.049, 0.219], [1.699, -2.400, -0.544], [-1.217, -0.093, 0.034], [-1.248, 1.211, -1.311], [-0.168, -0.103, 0.125], [3.264, -0.465, -3.029], [-0.537, -1.437, 0.450], [0.776, -1.530, 0.730], [-0.094, 0.363, -0.359], [-1.070, 0.117, -0.156]],
  "mulliken_charge": [-0.946, -0.787, -0.614, -0.241, 0.075, -0.037, 0.282, 0.379, 0.271, 0.424, 0.394, 0.376, 0.352, 0.072]
}